Density functional theory data (the ωB97M-V functional and the def2-TZVPD basis) for C3H4LuO4 as an isolated structure at a distorted geometry.

energy above the lowest of the compared OMol25 structures with the same formula, charge and spin	432.8	kJ/mol
charge	+3
HOMO-LUMO gap (spin up / spin down)	2.96 / 3.28	eV
LUMO (spin up / spin down)	-17.5 / -17.5	eV
highest occupied orbital energy (spin up / spin down)	-20.42 / -20.76	eV

Element x y z (Å)
1 C 0.794 -0.072 0.291
2 O 1.955 -0.036 0.703
3 O 0.372 0.753 -0.646
4 C -1.036 0.559 -0.742
5 O -0.505 0.424 1.406
6 C -1.475 0.759 0.593
7 Lu 3.900 1.056 0.958
8 H -2.516 0.656 0.916
9 H -1.454 1.125 -1.573
10 O 0.290 -1.749 -0.762
11 H 0.440 -2.400 -0.068
12 H -0.765 -1.074 -1.077